Version A
Below is a 2-piece molecular cluster, C3H5N2O2 overall, with properties calculated with the ωB97M-V functional and the def2-TZVPD basis.

Each line ends with the Mulliken charge.
Geometry (Å):
C  -0.648  0.491  -0.745  -0.59
C  0.320  1.204  0.179  -0.48
C  0.470  -1.092  0.451  -0.04
N  -0.034  -0.906  -0.846  0.19
N  0.512  0.093  1.240  -0.36
O  -0.725  -1.813  -1.498  -0.83
O  1.632  -0.730  0.969  -0.28
H  -1.690  0.406  -0.331  0.33
H  -0.650  0.990  -1.756  0.30
H  1.182  1.415  -0.393  0.28
H  -0.033  2.018  1.005  0.26
H  -0.337  -2.078  1.724  0.22

The HOMO energy (spin up / spin down) is -1.89 / -1.89 eV. As for the total charge: -1. The lowest unoccupied orbital energy (spin up / spin down) comes out at 4.13 / 4.13 eV.

=====

Version B
Below is an isolated ion of composition C3H5N2O2 and charge -1, with properties calculated with the ωB97M-V functional and the def2-TZVPD basis.

Each line ends with the Mulliken charge.
Geometry (Å):
O  -2.070  -0.804  -0.596  -0.84
N  -0.730  -0.637  -0.853  -0.09
C  -0.278  0.750  -0.695  -0.75
C  0.437  0.859  0.689  -0.31
N  0.771  -0.499  1.046  -0.42
O  1.506  -1.109  -0.064  -0.41
C  0.114  -1.323  0.030  0.09
H  -1.061  1.519  -0.833  0.36
H  0.576  0.787  -1.253  0.42
H  1.262  1.647  0.516  0.26
H  -0.234  1.068  1.619  0.29
H  -0.294  -2.260  0.395  0.42

The HOMO energy is -1.69 eV. Its structure (SMILES) is [O-]N1CCN2O[C@H]12. As for the total charge: -1. The lowest unoccupied orbital energy comes out at 4.29 eV.

=====

Version C
Below is an isolated ion of composition C3H5N2O2 and charge -1, with properties calculated with the ωB97M-V functional and the def2-TZVPD basis.

Each line ends with the Mulliken charge.
Geometry (Å):
C  1.009  -0.420  -0.771  -0.70
C  -0.052  0.303  -0.449  -0.02
C  -0.868  0.092  0.768  -0.62
N  -2.159  -0.728  0.352  -0.72
N  -3.114  0.003  -0.060  1.13
O  -4.167  -0.598  -0.367  -0.78
O  -3.050  1.249  -0.153  -0.73
H  1.552  -0.274  -1.693  0.25
H  1.381  -1.199  -0.122  0.24
H  -0.428  1.063  -1.122  0.29
H  -0.373  -0.539  1.506  0.34
H  -1.210  1.034  1.198  0.31

The HOMO energy is -3.94 eV. Its structure (SMILES) is C=CCN=[N+]([O-])[O-]. As for the total charge: -1. The lowest unoccupied orbital energy comes out at 4.05 eV.

=====

Calculated relative energies: version A 486.9; version B 167.0; version C 0.0, given in kJ/mol

=====

Version A
Below is the molecule C2H4OS2, with properties calculated with the ωB97M-V functional and the def2-TZVPD basis.

Each line ends with the Mulliken charge.
Geometry (Å):
C  1.596  -0.491  0.024  -0.49
C  -1.014  0.302  -0.234  0.24
O  -2.288  0.486  -0.647  -0.42
S  1.167  0.511  1.421  -0.48
S  -0.097  -0.911  -0.931  -0.02
H  2.208  -0.008  -0.760  0.32
H  2.052  -1.592  0.255  0.27
H  -0.806  0.675  0.817  0.18
H  -2.820  1.028  0.055  0.40

The HOMO energy (spin up / spin down) is -7.63 / -7.63 eV. The lowest unoccupied orbital energy (spin up / spin down) comes out at -0.90 / -0.90 eV.

=====

Version B
Below is the molecule C2H4OS2, with properties calculated with the ωB97M-V functional and the def2-TZVPD basis.

Each line ends with the Mulliken charge.
Geometry (Å):
C  -1.095  -0.223  -1.083  -0.47
C  -0.580  0.250  0.061  -0.07
S  1.139  -0.025  0.635  0.46
O  2.001  -0.156  -0.531  -0.55
S  1.320  -1.279  2.080  -0.29
H  -2.119  0.048  -1.213  0.24
H  -0.722  -0.704  -2.036  0.27
H  -1.343  0.937  0.754  0.23
H  1.400  1.153  1.334  0.18

The HOMO energy is -9.40 eV. Its structure (SMILES) is C=C[S@H](=O)=S. The lowest unoccupied orbital energy comes out at 0.23 eV.

=====

Version C
Below is a 2-piece molecular cluster, C2H4OS2 overall, with properties calculated with the ωB97M-V functional and the def2-TZVPD basis.

Each line ends with the Mulliken charge.
Geometry (Å):
C  3.130  0.882  -0.236  0.07
C  -0.550  -1.217  0.555  -0.65
O  2.132  1.025  -0.765  -0.07
S  -1.710  1.639  -0.677  -0.18
S  -1.125  0.524  0.937  -0.06
H  -0.502  1.737  -1.254  0.15
H  -1.320  -1.814  0.005  0.28
H  -0.400  -1.563  1.549  0.25
H  0.345  -1.213  -0.114  0.21

The HOMO energy is -8.77 eV. The lowest unoccupied orbital energy comes out at 0.65 eV.

=====

Calculated relative energies: version A 234.4; version B 247.7; version C 0.0, given in kJ/mol

=====

Version A
Below is a 2-piece molecular cluster, C2H4OS2 overall, with properties calculated with the ωB97M-V functional and the def2-TZVPD basis.

Each line ends with the Mulliken charge.
Geometry (Å):
C  0.686  -0.704  0.020  0.55
C  -0.052  0.589  0.020  -0.90
O  -0.091  -1.773  0.023  -0.39
S  4.934  0.432  0.009  -0.13
S  2.326  -0.855  -0.019  -0.34
H  0.471  1.341  0.604  0.32
H  -1.059  0.431  0.401  0.29
H  -0.120  0.953  -1.006  0.26
H  0.432  -2.591  -0.004  0.34

The HOMO energy (spin up / spin down) is -9.10 / -9.09 eV. The lowest unoccupied orbital energy (spin up / spin down) comes out at -1.95 / -1.96 eV.

=====

Version B
Below is the molecule C2H4OS2, with properties calculated with the ωB97M-V functional and the def2-TZVPD basis.

Each line ends with the Mulliken charge.
Geometry (Å):
O  -0.774  1.539  -0.173  -0.43
C  -0.844  0.250  0.072  0.35
S  -2.222  -0.548  -0.381  -0.29
C  0.282  -0.597  0.435  -0.64
S  1.867  -0.223  -0.375  -0.18
H  0.034  1.951  0.144  0.36
H  0.029  -1.674  0.261  0.35
H  0.363  -0.504  1.560  0.33
H  1.264  -0.194  -1.543  0.16

The HOMO energy is -8.69 eV. Its structure (SMILES) is OC(=S)CS. The lowest unoccupied orbital energy comes out at 0.10 eV.

=====

Calculated relative energies: version A 214.3; version B 0.0, given in kJ/mol

=====

Version A
Below is a 2-piece molecular cluster, C2H6N2O3 overall, with properties calculated with the ωB97M-V functional and the def2-TZVPD basis.

Each line ends with the Mulliken charge.
Geometry (Å):
N  -0.656  -0.828  -1.439  -0.39
C  -0.553  -1.777  -0.458  0.40
O  -0.478  -2.964  -0.627  -0.56
N  -0.543  -1.279  0.876  -0.11
C  -0.452  0.011  1.270  0.14
O  -0.157  0.929  0.541  -0.52
H  -0.066  -0.025  -1.310  0.25
H  -0.708  -1.239  -2.350  0.24
H  -0.730  -1.989  1.566  0.22
H  -0.887  0.291  2.239  0.34
O  1.936  3.148  -0.415  -0.63
H  1.046  3.276  -0.061  0.32
H  2.248  2.448  0.168  0.31

The HOMO energy is -10.64 eV. Its structure (SMILES) is NC(=O)NC=O.O. The lowest unoccupied orbital energy comes out at 0.55 eV.

=====

Version B
Below is the molecule C2H6N2O3, with properties calculated with the ωB97M-V functional and the def2-TZVPD basis.

Each line ends with the Mulliken charge.
Geometry (Å):
C  -1.745  -0.306  -0.725  -0.82
N  -0.925  0.224  0.427  -0.25
C  0.083  -0.617  0.853  -0.24
O  1.551  -0.454  -0.085  -0.41
N  2.188  0.753  -0.046  1.02
O  1.827  1.575  0.736  -0.56
O  3.016  0.981  -0.916  -0.58
H  -2.058  -1.279  -0.474  0.35
H  -2.673  0.371  -0.762  0.28
H  -1.157  -0.302  -1.671  0.29
H  -0.612  1.153  0.248  0.28
H  0.545  -0.319  1.675  0.44
H  -0.040  -1.779  0.740  0.21

The HOMO energy is -10.28 eV. Its structure (SMILES) is CNCO[N+](=O)[O-]. The lowest unoccupied orbital energy comes out at 0.74 eV.

=====

Calculated relative energies: version A 0.0; version B 578.7, given in kJ/mol